A molecular structure, C48H55BrF6N4O2PSbV, computed with wB97M-V/def2-TZVPD.

```
119
Properties=species:S:1:pos:R:3:lowdin_charge:R:1
V -21.21640 -8.92456 4.55189 1.100
C -22.73713 -7.54735 4.87105 -0.081
C -22.40780 -7.56232 3.48912 -0.155
C -22.71125 -8.85024 3.05323 -0.190
C -23.10587 -9.60775 4.17030 -0.084
C -23.20025 -8.78230 5.33096 -0.216
C -23.89273 -9.05945 6.60863 -0.563
C -23.00319 -9.95388 7.50957 -0.015
C -25.20019 -9.70463 6.22506 -0.037
C -24.20170 -7.78849 7.43093 -0.026
C -23.03928 -9.46063 1.66914 -0.442
C -24.32344 -8.70175 1.11796 -0.023
C -23.41796 -10.95454 1.76910 -0.054
C -21.83402 -9.33321 0.62978 -0.010
C -22.24674 -6.07748 2.88691 -0.489
C -21.81408 -6.08780 1.39189 -0.034
C -23.61179 -5.38927 3.15724 -0.017
C -21.18632 -5.33485 3.68073 -0.059
H -22.71597 -6.66700 5.49548 0.133
H -23.39721 -10.62819 4.07793 0.117
H -22.85163 -10.99884 7.24533 0.082
H -23.54483 -10.04588 8.44398 0.086
H -22.02484 -9.48032 7.75682 0.094
H -25.07463 -10.72221 5.74786 0.110
H -25.83092 -9.08276 5.55038 0.110
H -25.81359 -9.76619 7.11115 0.087
H -23.21175 -7.26403 7.67466 0.085
H -24.68386 -8.18679 8.40071 0.122
H -24.93389 -7.19156 6.84870 0.101
H -25.18481 -8.87858 1.81422 0.099
H -24.61362 -9.05402 0.06316 0.115
H -24.21543 -7.59069 1.06770 0.064
H -24.27817 -11.17534 2.44870 0.098
H -22.58861 -11.62919 2.13579 0.093
H -23.80431 -11.33748 0.82765 0.094
H -22.21525 -9.42986 -0.38531 0.089
H -21.20889 -10.21895 0.81692 0.064
H -21.14926 -8.47914 0.75004 0.062
H -21.59601 -5.04847 1.03363 0.106
H -22.49010 -6.56671 0.66402 0.078
H -20.79998 -6.51008 1.46882 0.072
H -24.44405 -5.92724 2.76312 0.067
H -23.53534 -4.33172 2.72476 0.124
H -23.69798 -5.28659 4.27448 0.097
H -20.26032 -5.82352 3.42350 0.074
H -21.24245 -5.24512 4.75819 0.059
H -21.05711 -4.29266 3.28902 0.121
N -17.13643 -11.90343 10.14117 -0.109
P -16.86197 -12.10522 8.44487 0.998
C -15.67852 -10.79000 8.25572 -0.409
C -14.37126 -10.88792 8.74228 -0.108
C -13.51983 -9.77951 8.65722 -0.073
C -13.92175 -8.64062 7.94438 -0.071
C -15.23691 -8.52829 7.45276 -0.079
C -16.14514 -9.59176 7.65375 -0.097
C -15.82368 -13.51758 8.27405 -0.418
C -16.18424 -14.65532 9.03564 -0.100
C -15.44891 -15.81638 9.03434 -0.099
C -14.33327 -15.89741 8.25660 -0.112
C -13.99300 -14.80357 7.47809 -0.081
C -14.73990 -13.58909 7.42795 -0.108
C -18.35506 -12.27346 10.65468 -0.379
C -18.92064 -11.77710 11.84827 -0.016
C -20.13440 -12.31249 12.21555 -0.108
C -20.77054 -13.27972 11.46555 -0.067
C -20.11074 -13.64165 10.25323 -0.143
N -18.90558 -13.25450 9.87256 0.056
H -16.51375 -11.44899 10.77741 0.106
H -13.98916 -11.83657 9.20989 0.128
H -12.50232 -9.86631 9.01673 0.102
H -13.25397 -7.83910 7.67420 0.099
H -15.60915 -7.62613 6.98734 0.077
H -17.15987 -9.48145 7.25302 0.071
H -17.04849 -14.63577 9.63076 0.058
H -15.57500 -16.51516 9.90963 0.130
H -13.62535 -16.67413 8.39929 0.095
H -13.01051 -14.88424 6.93247 0.117
H -14.41309 -12.73944 6.75314 0.129
H -18.33285 -11.21180 12.59020 0.120
H -20.59548 -11.98681 13.10849 0.095
H -21.68102 -13.74584 11.87783 0.107
H -20.62129 -14.25327 9.55031 0.075
C -18.37370 -8.57068 3.42354 0.042
O -19.57550 -9.37726 3.15860 -0.170
C -19.38645 -10.70089 2.85484 -0.241
C -18.69605 -11.09391 1.72695 -0.005
C -18.60045 -12.44934 1.39441 -0.674
Br -17.90452 -13.27508 -0.10234 0.860
C -19.24043 -13.37527 2.25235 -0.046
C -20.10989 -12.91560 3.26516 -0.074
C -20.14591 -11.57754 3.54857 -0.174
O -20.87394 -11.02435 4.61061 0.017
C -20.91747 -13.85647 4.08576 -0.281
N -22.23018 -14.07387 4.00122 0.171
C -22.54471 -15.02365 4.97577 -0.228
C -23.78507 -15.52984 5.37515 -0.030
C -23.84022 -16.31344 6.48314 -0.098
C -22.73044 -16.49241 7.35046 -0.072
C -21.46561 -15.98330 7.00580 -0.023
C -21.39217 -15.36317 5.73986 -0.150
N -20.33919 -14.64315 5.08043 0.160
H -18.28943 -7.94627 2.54328 0.103
H -17.43711 -9.10498 3.45144 0.113
H -18.63166 -8.02461 4.35194 0.077
H -18.39201 -10.37747 0.99412 0.133
H -19.23958 -14.42635 2.02136 0.110
H -21.05781 -11.76414 5.20126 0.145
H -24.63081 -15.29554 4.74251 0.115
H -24.68063 -16.92123 6.77417 0.103
H -22.94620 -17.03882 8.34060 0.136
H -20.59121 -16.21791 7.59149 0.104
H -19.36470 -14.57953 5.43066 0.181
F -20.04470 -7.98539 6.04848 -0.394
Sb -19.42422 -6.71426 7.50524 1.535
F -19.45379 -8.26213 8.63302 -0.348
F -17.74131 -7.04048 6.58077 -0.348
F -18.69726 -5.46309 8.74959 -0.333
F -19.93648 -5.27521 6.36405 -0.343
F -21.29894 -6.67408 8.00671 -0.365
```

Its LUMO energy (spin up / spin down) is -4.48 / -3.84 eV. The total charge is +1. The calculation puts the HOMO energy (spin up / spin down) at -9.6 / -9.6 eV. The molar mass is 1117.6 g/mol. The spin multiplicity is 3.



A molecular structure, C48H55Cl2F4GeIN2OPSeTi, computed with wB97M-V/def2-TZVPD.

```
117
Properties=species:S:1:pos:R:3:lowdin_charge:R:1
Ti 0.28636 -0.20855 -0.13473 0.790
C 3.39442 -1.82382 0.11155 -0.076
N 2.17844 -1.50734 0.88100 -0.303
C 1.71734 -2.74418 1.54196 -0.067
C 2.55473 -0.51568 1.90018 -0.172
C 1.32048 0.00560 2.63851 -0.174
N 0.15087 -0.13272 1.76161 -0.126
C -1.04432 -0.64334 2.27604 -0.181
C -1.85828 -1.36373 1.41313 -0.129
F -1.38050 -1.48113 0.10861 -0.043
C -3.03148 -1.97593 1.75980 -0.229
F -3.69255 -2.68271 0.85047 0.129
C -3.48936 -1.85729 3.05205 0.105
C -2.72217 -1.12827 3.93736 -0.192
F -3.13460 -0.97380 5.18847 0.138
C -1.52554 -0.53622 3.57307 -0.147
F -0.85047 0.16766 4.48397 0.104
H 4.19676 -2.15999 0.77561 0.113
H 3.20058 -2.62492 -0.59340 0.029
H 3.74782 -0.94587 -0.42737 0.086
H 2.49909 -3.13791 2.20121 0.106
H 0.82812 -2.55482 2.13643 0.093
H 1.48311 -3.49021 0.79404 0.032
H 3.25832 -0.94969 2.61646 0.140
H 3.06888 0.29660 1.38774 0.097
H 1.17097 -0.56101 3.55136 0.125
H 1.49874 1.03581 2.93190 0.077
H -4.41536 -2.32215 3.36692 0.155
I -0.38414 3.39092 2.46133 1.060
C -1.98744 4.62457 2.01055 -0.642
C -2.21233 5.54040 2.99638 -0.177
C -3.20997 6.52027 2.86510 -0.057
C -3.93842 6.54601 1.72725 -0.024
C -3.74187 5.59023 0.69795 -0.148
C -4.57479 5.71416 -0.42988 -0.018
C -4.46911 4.84323 -1.45893 -0.040
C -3.53117 3.80865 -1.37375 -0.111
C -2.67680 3.60464 -0.31070 -0.222
P -1.61584 2.04693 -0.76806 1.054
C -3.08631 1.02500 -1.23083 -0.422
C -3.86990 0.75475 -0.10095 -0.120
C -5.05455 0.04217 -0.20447 -0.062
C -5.47174 -0.43389 -1.44184 -0.056
C -4.70178 -0.17646 -2.56583 -0.057
C -3.52332 0.55524 -2.46276 -0.136
C -0.75972 2.92239 -2.15110 -0.412
C -1.18118 3.03531 -3.47513 -0.122
C -0.45758 3.79506 -4.38499 -0.065
C 0.69797 4.46056 -3.98526 -0.064
C 1.12015 4.36060 -2.66840 -0.063
C 0.39428 3.59590 -1.75872 -0.114
C -2.74773 4.54618 0.79601 -0.165
H -1.60672 5.52143 3.89296 0.082
H -3.36698 7.24474 3.65449 0.120
H -4.69662 7.30599 1.57471 0.123
H -5.30176 6.51912 -0.45237 0.126
H -5.10377 4.92373 -2.33311 0.119
H -3.51142 3.12483 -2.20870 0.082
H -3.56371 1.13662 0.86991 0.113
H -5.65588 -0.13410 0.68180 0.119
H -6.39760 -0.99078 -1.52947 0.116
H -5.02408 -0.53579 -3.53670 0.114
H -2.97491 0.77138 -3.37105 0.066
H -2.08584 2.53996 -3.81314 0.093
H -0.80603 3.88061 -5.40828 0.116
H 1.25229 5.06499 -4.69394 0.113
H 2.01277 4.88526 -2.34094 0.112
H 0.71513 3.54594 -0.72206 0.071
Cl 0.93127 -1.29998 -5.19519 0.617
C -0.17926 -0.10577 -4.57764 -0.858
Cl -0.45728 -0.07755 -2.77737 0.618
H -1.15756 -0.27590 -5.00452 0.044
H 0.19404 0.88107 -4.81673 0.025
C 3.68117 -5.42415 0.13482 -0.208
Ge 2.32031 -5.82188 -1.20088 0.755
C 0.63513 -6.34871 -0.38969 -0.213
C 2.95633 -7.14178 -2.47523 -0.210
C 2.05065 -4.22779 -2.34436 -0.563
Se 0.87095 -2.76057 -1.83566 0.838
C -0.82422 -3.60261 -2.27206 -0.339
H 4.14604 -6.36393 0.44512 0.034
H 3.25971 -4.94951 1.02337 0.000
H 4.46586 -4.78476 -0.27766 0.025
H 0.80352 -7.22173 0.24698 0.033
H -0.08897 -6.62830 -1.15888 0.028
H 0.21135 -5.55383 0.23075 0.011
H 3.19025 -8.07909 -1.96446 0.031
H 3.86132 -6.79055 -2.97555 0.030
H 2.19310 -7.34330 -3.22915 0.029
H 1.65948 -4.55214 -3.31064 0.022
H 3.01699 -3.76618 -2.55240 0.017
H -1.04396 -4.37661 -1.54617 0.016
H -0.75004 -4.03123 -3.26912 0.039
H -1.60205 -2.84651 -2.25582 0.009
C 7.00947 4.38774 -2.05320 -0.014
C 5.80967 3.50332 -1.92391 -0.195
C 5.45235 2.62294 -2.95011 0.021
C 4.36292 1.79610 -2.84426 -0.158
C 4.03263 0.89190 -4.01369 -0.022
C 3.57716 1.83629 -1.63820 -0.094
C 2.50544 0.94434 -1.62140 -0.119
O 1.63866 0.74229 -0.71858 -0.220
C 3.92166 2.75124 -0.58985 -0.151
C 3.16279 2.91582 0.70126 -0.037
C 5.02367 3.55222 -0.76653 0.013
H 7.51481 4.25317 -3.00682 0.088
H 7.71815 4.17665 -1.24864 0.104
H 6.71950 5.43625 -1.95237 0.103
H 6.05099 2.59567 -3.85447 0.130
H 4.76354 1.03163 -4.80743 0.093
H 3.04959 1.12207 -4.43092 0.081
H 4.04852 -0.16477 -3.73871 0.092
H 2.38228 0.30959 -2.49146 0.106
H 3.79526 2.61896 1.54185 0.107
H 2.24071 2.36209 0.74506 0.017
H 2.92559 3.97139 0.85149 0.098
H 5.29229 4.24893 0.02337 0.142
```

Its LUMO energy (spin up / spin down) is -6.44 / -6.48 eV. The total charge is +2. The calculation puts the HOMO energy (spin up / spin down) at -12.1 / -12.1 eV. The molar mass is 1180.2 g/mol. The spin multiplicity is 2.



Number 1: largest force on an atom 5.52 eV Å⁻¹. Number 2: largest force on an atom 4.14 eV Å⁻¹.